{"formula": "C20H19BrFeN3O2S3", "method": "ωB97M-V with the def2-TZVPD basis set", "max_force_ev_per_a": 0.773, "e_above_lowest_kcal_mol": 1.8, "spin_multiplicity": 5, "s2": 6.1204, "homo_lumo_gap_ev": [6.286, 5.741], "charge": -1, "homo_ev": [-4.12, -4.49], "species": ["Fe", "S", "C", "S", "S", "Br", "C", "C", "C", "C", "C", "C", "N", "N", "C", "C", "C", "C", "O", "C", "N", "C", "C", "C", "C", "H", "H", "H", "H", "H", "H", "H", "H", "H", "C", "C", "O", "C", "C", "H", "H", "H", "H", "H", "H", "H", "H", "H", "H"], "positions_angstrom": [[0.08029, -0.54492, -0.17970], [0.90335, -4.86823, -0.55811], [0.46697, -3.27777, -0.45305], [-0.27710, -2.51832, 0.93158], [0.69431, -2.08006, -1.68401], [4.93838, 6.80969, 6.41193], [5.17422, 5.88660, 4.76922], [6.29579, 5.08536, 4.59424], [6.46830, 4.42069, 3.39777], [5.52366, 4.53684, 2.36280], [4.39728, 5.35766, 2.56891], [4.22673, 6.02682, 3.76612], [5.74600, 3.81705, 1.21848], [4.90022, 3.99537, 0.23676], [3.89058, 3.20088, -0.09456], [3.13480, 3.57285, -1.24025], [2.01393, 2.90076, -1.66063], [1.53531, 1.77138, -0.96429], [0.46960, 1.13808, -1.27428], [2.31364, 1.34091, 0.18175], [1.83103, 0.23924, 0.79451], [2.47139, -0.27708, 1.82162], [3.64853, 0.29544, 2.31241], [4.14029, 1.43491, 1.71987], [3.47407, 2.00806, 0.62526], [7.02261, 4.98989, 5.38899], [7.33438, 3.79342, 3.22891], [3.66931, 5.45754, 1.77536], [3.36139, 6.65587, 3.92464], [3.48006, 4.44610, -1.77950], [1.46714, 3.23011, -2.53503], [2.03977, -1.17446, 2.25029], [4.16319, -0.15886, 3.14765], [5.05301, 1.88254, 2.08522], [-3.00728, -0.49264, -0.24013], [-2.54786, -0.06773, 1.13714], [-1.37836, 0.76474, 1.10332], [-1.64713, 2.07836, 0.59223], [-0.71793, 3.06456, 1.26206], [-3.59416, -1.40967, -0.17687], [-2.15178, -0.70563, -0.88563], [-3.61228, 0.26514, -0.74315], [-2.25462, -0.93161, 1.72709], [-3.34230, 0.46414, 1.67322], [-2.68757, 2.32868, 0.82874], [-1.51650, 2.08488, -0.49013], [-0.85469, 3.04014, 2.34415], [-0.93129, 4.07385, 0.90434], [0.32301, 2.83900, 1.03821]], "forces_ev_per_angstrom": [[0.257, 0.583, 0.438], [-0.058, 0.155, 0.025], [-0.036, -0.320, 0.028], [0.072, 0.097, -0.063], [0.085, -0.080, -0.318], [0.000, -0.008, -0.013], [0.020, -0.001, 0.029], [-0.023, 0.018, -0.005], [0.009, -0.036, -0.077], [-0.187, 0.222, 0.241], [0.056, -0.044, -0.019], [0.008, -0.008, -0.014], [0.206, -0.160, -0.159], [-0.067, -0.040, 0.043], [0.013, 0.100, -0.070], [0.009, -0.012, 0.018], [0.009, -0.020, 0.045], [-0.010, -0.019, 0.008], [-0.079, -0.222, -0.015], [0.012, -0.011, -0.026], [-0.043, -0.095, 0.147], [0.026, 0.074, -0.047], [0.030, 0.024, -0.010], [0.061, 0.002, 0.076], [-0.132, -0.036, -0.113], [0.004, -0.003, -0.002], [-0.003, 0.001, 0.014], [-0.004, 0.010, 0.007], [-0.002, -0.001, -0.004], [0.007, 0.002, 0.008], [-0.003, -0.007, 0.003], [-0.007, 0.002, -0.001], [-0.008, -0.006, 0.002], [-0.008, -0.003, -0.001], [-0.209, 0.015, -0.199], [0.068, 0.041, 0.194], [-0.079, -0.179, -0.335], [-0.014, 0.017, 0.139], [-0.016, 0.009, -0.006], [0.007, 0.005, 0.028], [-0.012, -0.119, -0.028], [0.042, 0.065, 0.072], [-0.034, -0.042, -0.027], [0.024, 0.027, 0.013], [-0.005, -0.004, -0.013], [-0.008, 0.006, -0.014], [0.005, 0.006, -0.004], [0.020, -0.001, -0.004], [-0.003, -0.006, 0.011]]}